1.
DFT (wB97M-V/def2-TZVPD) results for a structure of composition C8H27B2F3HgO6S in a non-equilibrium geometry.

Structure (XYZ):
```
48
Properties=species:S:1:pos:R:3:forces:R:3
Hg 0.5512 0.8067 0.1537 1.091 1.841 0.771
B -0.0894 1.1881 2.5458 0.027 -0.770 -0.018
H -0.2770 1.6917 3.4815 -0.994 1.856 3.610
H 0.8874 1.5407 2.2529 3.669 1.592 -1.172
H 0.0303 0.1182 2.6189 0.006 -4.255 0.885
H -0.8707 1.4018 1.8331 -3.481 1.143 -2.764
B 1.7290 0.7941 -1.9436 0.226 0.885 -0.096
H 1.3978 1.7815 -2.2257 -1.241 3.693 -1.068
H 2.2208 0.3172 -2.7773 2.175 -2.050 -2.928
H 2.3244 0.8072 -1.0438 3.023 0.251 3.067
H 0.8854 0.1370 -1.7995 -4.107 -3.016 0.363
C 4.1042 -2.4895 1.5377 0.045 1.453 0.236
F 3.1842 -3.2150 0.9170 0.211 -0.348 -0.812
F 4.4562 -3.1775 2.6212 0.742 -0.608 0.234
F 5.2369 -2.3393 0.7572 -1.334 -0.458 0.499
S 3.3577 -0.8592 2.1493 -0.732 1.982 0.295
O 4.4898 0.0611 2.1229 -0.207 -1.017 0.291
O 2.2896 -0.4610 1.2416 1.233 -1.504 -0.113
O 2.8304 -1.2425 3.4493 0.827 -0.291 -0.352
C 0.1535 4.1874 0.4131 2.742 -1.061 -0.828
O 1.1495 3.1765 0.3547 -1.402 0.067 0.458
H -0.7399 4.1023 1.0316 -0.580 -0.815 0.065
H 0.6326 5.0785 0.8186 0.199 0.797 0.220
H -0.0388 4.3999 -0.6386 -1.095 0.554 -0.274
C -0.0455 -3.4941 1.1785 0.846 0.446 -0.286
C -0.5230 -2.7516 -0.0812 -2.913 -0.972 1.233
C -1.8822 -3.4268 -0.4916 1.762 0.374 -0.107
O -0.7771 -1.3818 0.3019 0.801 -0.600 -1.261
H 0.7265 -2.8031 1.5171 0.120 -0.425 0.820
H 0.3541 -4.5009 1.0569 0.393 0.053 -0.666
H -0.8150 -3.6855 1.9264 -0.304 0.762 0.012
H 0.1799 -2.8726 -0.9054 0.151 0.806 0.201
H -2.5832 -3.3515 0.3396 -0.133 -0.061 -0.146
H -1.5385 -4.4545 -0.6094 -0.726 -0.389 -0.210
H -2.3025 -3.0410 -1.4203 -0.095 0.016 0.128
H -1.4668 -1.3666 0.9696 -0.003 -0.007 0.231
C -3.3364 0.5841 -2.0202 0.576 1.059 0.214
C -1.9676 1.3234 -1.8854 -1.302 1.161 -1.887
C -1.9486 2.8017 -2.5187 -0.133 -1.644 -0.572
O -1.5765 1.4303 -0.5771 -0.174 -0.048 1.149
H -3.4417 -0.2610 -1.3399 0.507 -0.397 -0.381
H -3.4953 0.3214 -3.0660 -0.186 -0.254 0.114
H -4.1518 1.2232 -1.6814 -0.136 0.386 -0.240
H -1.1960 0.7422 -2.3904 0.030 0.042 0.005
H -2.2120 2.7938 -3.5764 -0.333 -0.396 -0.258
H -0.9307 3.1904 -2.5468 -0.039 0.054 0.737
H -2.6767 3.4675 -2.0554 0.245 0.020 0.414
H -2.2885 1.7075 0.0041 -0.001 0.091 0.186
```
Forces are in eV/Å.

Computed properties:
**Expectation value of S²**: 0.7509
**Charge**: -3
**Spin multiplicity**: 2
**LUMO level (alpha / beta)**: 6.92 / 6.90 eV
**Calculated total energy**: -1672.9141 Ha

***

2.
DFT (wB97M-V/def2-TZVPD) results for a cluster of 6 separate species, C8H27Br2IN11O5 in total.

Structure (XYZ):
```
54
Properties=species:S:1:pos:R:3:forces:R:3
C 0.7928 0.2748 -5.4333 0.165 0.123 0.052
C 1.6394 -0.1484 -4.2099 0.212 0.116 -0.189
Br 0.9405 -1.7560 -3.3907 -0.056 0.038 -0.093
C 1.7739 1.0011 -3.1852 -0.302 0.311 -0.019
Br 1.9900 0.5772 -1.3250 0.250 -0.222 -0.069
N 3.0017 1.8591 -3.5308 -0.391 0.094 -0.055
I 2.5614 3.6910 -4.4608 0.032 -0.046 -0.010
H 1.4341 0.5889 -6.2655 -0.065 -0.011 0.192
H 0.1824 -0.5542 -5.7902 0.119 0.061 0.043
H 0.1246 1.1061 -5.1882 0.021 -0.174 0.013
H 2.6479 -0.4352 -4.5379 -0.239 -0.072 0.139
H 0.9093 1.6708 -3.2328 0.156 -0.160 0.108
H 3.4755 2.0728 -2.6506 0.082 0.044 -0.024
H 3.6558 1.3540 -4.1311 -0.003 -0.078 0.046
C -1.5902 -5.8733 -2.3752 0.003 0.023 0.032
O -1.4997 -6.9646 -1.8506 -0.005 0.027 -0.016
N -0.5953 -4.9311 -2.2647 0.053 -0.008 0.001
N -2.6799 -5.4899 -3.1076 0.020 -0.017 0.029
H -0.6439 -4.0150 -2.6648 -0.130 -0.024 -0.019
H 0.2149 -5.1927 -1.7360 0.011 -0.014 0.017
H -3.4191 -6.1597 -3.2079 -0.011 -0.013 -0.004
H -2.7662 -4.5949 -3.5478 0.009 0.010 -0.012
C 0.2301 1.8672 2.8079 -0.003 -0.059 0.332
O -0.3415 2.6509 3.5643 -0.055 0.001 -0.049
N 0.9848 0.8316 3.2579 -0.010 0.447 -0.035
N 0.1130 1.9763 1.4501 0.135 0.067 0.084
H 1.4069 0.1457 2.6528 0.068 -0.198 -0.062
H 1.0732 0.6982 4.2597 -0.122 -0.007 0.050
H -0.4400 2.7151 1.0573 -0.039 -0.049 -0.009
H 0.5712 1.3340 0.8396 -0.053 -0.070 -0.136
C -0.5449 4.6313 -1.4010 0.016 0.046 -0.050
O -0.4651 3.4057 -1.4394 0.118 -0.058 -0.088
N 0.4403 5.3971 -0.8530 0.148 -0.068 -0.150
N -1.6040 5.3077 -1.9198 0.063 -0.059 -0.099
H 0.4152 6.3986 -0.8135 -0.090 0.009 0.094
H 1.2032 4.9126 -0.4175 -0.023 0.020 0.106
H -2.3629 4.7659 -2.2890 -0.028 -0.008 0.013
H -1.6858 6.3065 -1.8948 -0.040 0.008 0.087
C 0.4275 -2.3392 2.3548 -0.365 -0.336 0.334
O 1.5138 -1.8167 2.1378 0.235 0.300 -0.315
N -0.6227 -1.6720 2.9040 -0.116 -0.071 -0.221
N 0.2037 -3.6564 2.0650 -0.010 0.115 -0.128
H -1.4926 -2.1217 3.1154 0.016 -0.074 0.040
H -0.4828 -0.7239 3.2131 0.081 -0.010 0.068
H 0.9748 -4.1857 1.7065 0.048 -0.024 0.019
H -0.6611 -4.1264 2.2542 0.004 0.010 0.044
C -0.8683 -0.1147 6.0913 0.052 0.098 0.265
O 0.3488 -0.1432 5.9435 -0.063 0.033 -0.102
N -1.5054 -1.0341 6.8780 -0.001 -0.074 -0.129
N -1.6672 0.8140 5.4986 0.089 0.035 -0.225
H -2.4928 -1.0266 7.0442 -0.018 0.031 0.039
H -0.9365 -1.7265 7.3274 0.021 0.000 0.015
H -1.2304 1.5943 5.0124 0.015 -0.091 -0.029
H -2.6525 0.8534 5.6791 -0.004 0.025 0.072
```
Forces are in eV/Å.

Computed properties:
**Charge**: +1
**LUMO level**: -5.79 eV
**Calculated total energy**: -6745.2019 Ha

***

3.
DFT (wB97M-V/def2-TZVPD) results for a structure of composition C8H27FeN10O6 in a non-equilibrium geometry.

Structure (XYZ):
```
52
Properties=species:S:1:pos:R:3:forces:R:3
Fe -11.8819 -22.6916 -17.7678 -0.859 0.454 1.587
C -13.5561 -20.7767 -14.5087 -0.870 0.464 1.428
C -14.1658 -21.5469 -15.6771 0.833 -0.453 0.244
C -14.9558 -20.6784 -16.6412 -0.604 -0.172 -0.067
O -13.2013 -22.3321 -16.2966 0.622 -0.363 -0.850
H -14.2572 -20.0230 -14.1187 0.145 0.422 -0.611
H -12.5744 -20.3325 -14.6694 -0.071 0.036 -0.416
H -13.4989 -21.3469 -13.5720 0.447 -0.673 -0.468
H -14.8979 -22.2433 -15.2384 -0.245 0.116 0.174
H -15.4603 -21.3685 -17.3237 0.247 0.210 -0.399
H -14.3654 -19.9439 -17.1902 0.143 -0.162 -0.044
H -15.7792 -20.1506 -16.1512 0.182 0.084 0.238
C -9.5676 -23.3481 -20.1334 -0.131 -0.677 0.131
O -10.6223 -23.1982 -19.5204 0.548 0.680 -0.391
N -8.8518 -22.3468 -20.7357 -1.127 -0.845 0.895
N -9.0431 -24.6003 -20.2972 -0.166 0.735 -0.131
H -9.1552 -21.4200 -20.5027 0.365 0.184 -0.444
H -8.0455 -22.6196 -21.2544 0.358 0.684 -0.222
H -8.1167 -24.6733 -20.6661 0.158 -0.511 0.070
H -9.4689 -25.3388 -19.7673 0.125 -0.067 -0.001
C -9.4245 -20.6780 -16.3018 -0.913 -1.028 -1.686
O -10.2842 -21.4375 -16.7644 0.625 0.526 0.406
N -8.9700 -20.7423 -15.0416 0.557 0.581 0.359
N -8.8111 -19.7580 -17.1033 0.484 0.585 0.503
H -9.2723 -21.4243 -14.3736 -0.379 -0.031 -0.143
H -8.3394 -20.0191 -14.7499 0.073 -0.139 0.376
H -8.1118 -19.1362 -16.7399 0.043 -0.003 0.022
H -8.9929 -19.6721 -18.0820 -0.434 -0.288 -0.016
C -12.7060 -20.4906 -19.9526 0.136 -1.125 0.058
O -12.7416 -21.3867 -19.1078 -0.104 0.699 -0.787
N -12.7676 -19.1898 -19.6170 0.098 0.582 -0.414
N -12.5924 -20.7670 -21.2952 0.036 0.347 1.260
H -12.5347 -18.9007 -18.6840 -0.197 -0.119 0.087
H -12.7277 -18.5163 -20.3604 0.046 0.291 0.231
H -12.7159 -21.7317 -21.5432 -0.085 0.061 -0.309
H -12.6992 -20.0038 -21.9338 -0.104 -0.297 -0.503
C -13.7617 -25.2167 -18.3750 -0.480 0.349 0.355
O -12.8968 -24.3449 -18.3954 -0.389 -1.132 -1.062
N -14.9554 -24.9963 -17.7698 0.694 0.308 -0.032
N -13.6293 -26.4313 -18.9787 0.437 -0.260 -0.334
H -15.0120 -24.0941 -17.3161 -0.203 -0.220 0.265
H -15.6288 -25.7272 -17.6657 -0.299 0.134 0.088
H -14.1346 -27.2462 -18.6881 -0.288 0.109 0.063
H -12.8323 -26.6097 -19.5618 0.171 0.207 0.185
C -10.1405 -24.5815 -15.8882 -1.214 -0.131 0.959
O -10.6472 -24.1760 -16.9295 1.076 -0.538 0.121
N -8.8095 -24.5506 -15.6044 0.038 0.380 -0.665
N -10.9138 -25.1074 -14.8851 0.974 0.307 -0.855
H -8.4477 -24.8712 -14.7296 0.084 -0.063 0.111
H -8.2303 -23.9685 -16.1845 0.009 -0.072 0.026
H -10.4613 -25.2933 -14.0143 -0.483 -0.327 0.350
H -11.8764 -25.3045 -15.0841 -0.111 0.158 0.254
```
Forces are in eV/Å.

Computed properties:
**Expectation value of S²**: 6.0080
**Charge**: +1
**Spin multiplicity**: 5
**LUMO level (alpha / beta)**: -2.10 / -2.10 eV
**Calculated total energy**: -2583.7834 Ha

***

4.
DFT (wB97M-V/def2-TZVPD) results for a structure of composition C8H28BKO8 in a non-equilibrium geometry.

Structure (XYZ):
```
46
Properties=species:S:1:pos:R:3:forces:R:3
K 24.0616 -9.4720 20.2459 -0.106 -0.481 0.024
B 23.2018 -14.6361 20.0415 -0.055 -0.039 -0.159
H 22.9744 -15.5078 20.6355 -0.552 -3.587 2.157
H 23.6431 -14.7762 19.0669 1.983 -1.008 -3.793
H 22.2618 -14.1435 19.8465 -4.082 2.168 -0.761
H 23.8058 -13.9392 20.6016 2.798 3.014 2.552
C 22.0418 -5.9570 25.7614 0.420 -0.287 0.232
C 20.9681 -6.8121 26.4423 0.525 1.053 0.591
O 21.3808 -8.1065 26.8013 0.150 -0.221 -0.869
O 22.3747 -6.3060 24.4004 -0.503 0.137 0.681
H 22.9409 -6.0416 26.3718 0.197 -0.407 0.146
H 21.8165 -4.8949 25.8570 -0.639 0.100 -0.322
H 20.0075 -6.8401 25.9279 -0.011 0.202 -0.190
H 20.8615 -6.3173 27.4076 -0.472 0.243 -0.030
H 21.4156 -8.5453 25.9481 0.241 -0.728 0.108
H 22.9756 -5.6022 24.1449 0.117 -0.099 -0.387
C 27.4488 -2.9885 22.0640 0.006 -0.651 1.109
C 28.0046 -3.6215 20.8223 -0.305 1.481 -0.070
O 27.5046 -4.9375 20.6018 0.337 0.532 0.238
O 26.0961 -2.5537 21.9008 0.518 -0.155 0.106
H 28.0750 -2.1779 22.4365 0.159 0.382 -0.647
H 27.5711 -3.7046 22.8766 -0.569 -0.421 0.223
H 29.0845 -3.4874 20.8839 0.255 -0.843 -0.003
H 27.7009 -2.8859 20.0775 -0.179 -0.435 -0.850
H 28.1011 -5.3912 20.0019 0.045 0.034 -0.072
H 26.0182 -1.7611 22.4367 -0.288 0.020 -0.040
C 29.0001 -11.3845 15.9020 -0.434 -0.213 0.930
C 29.3301 -11.2264 14.4949 -1.130 0.977 -3.064
O 30.5947 -11.6296 14.1254 2.246 -1.224 0.289
O 29.5551 -10.3355 16.6874 -0.147 -0.431 0.187
H 29.2874 -12.3868 16.2197 0.487 -0.061 0.279
H 27.9174 -11.4102 16.0256 -0.034 0.538 0.052
H 29.3077 -10.2059 14.1126 -0.860 0.680 0.782
H 28.6323 -11.7439 13.8367 -0.597 -0.389 0.345
H 30.6262 -11.6364 13.1659 0.209 -0.034 0.075
H 30.5026 -10.4014 16.5477 0.232 0.160 0.140
C 17.8040 -6.9067 19.0968 -0.993 -0.270 0.258
C 16.8007 -7.8918 18.3591 1.954 0.855 -0.350
O 16.8993 -7.6147 16.9479 -0.399 -0.392 0.669
O 19.1469 -7.0232 18.6359 -0.115 -0.636 -0.344
H 17.8217 -7.0954 20.1702 -0.261 -0.295 0.163
H 17.4104 -5.8951 18.9976 0.110 0.115 -0.358
H 15.7660 -7.7955 18.6881 0.140 0.386 0.078
H 17.1049 -8.9230 18.5386 0.028 -0.064 0.154
H 17.5134 -8.2737 16.6160 0.054 0.181 -0.273
H 19.5932 -6.1791 18.5364 -0.480 0.115 0.016
```
Forces are in eV/Å.

Computed properties:
**Charge**: 0
**LUMO level**: -1.87 eV
**Calculated total energy**: -1548.0138 Ha

***

5.
DFT (wB97M-V/def2-TZVPD) results for a structure of composition C8H28BNaO8 in a non-equilibrium geometry.

Structure (XYZ):
```
46
Properties=species:S:1:pos:R:3:forces:R:3
Na 0.0660 0.0824 0.2931 0.111 0.627 -0.087
B 1.2955 3.1968 -0.7746 0.140 -0.130 0.274
H 1.1509 4.1665 -1.2251 -0.492 3.689 -1.540
H 1.0855 3.1906 0.2838 -1.194 0.163 4.544
H 0.6490 2.4959 -1.2796 -2.853 -3.290 -2.168
H 2.3148 2.8500 -0.8449 4.297 -1.383 -0.596
C -5.1464 2.0996 -2.0150 1.550 0.704 0.746
C -3.6981 2.0261 -1.3598 -2.531 1.992 -0.399
O -3.3028 0.7166 -1.3936 0.942 -1.393 0.251
O -6.0275 1.1966 -1.3744 0.039 0.003 -0.055
H -5.0591 1.8761 -3.0783 -0.285 -0.024 -0.121
H -5.5029 3.1137 -1.8347 -0.010 0.208 -0.558
H -3.8693 2.4868 -0.3869 0.523 -0.776 0.531
H -2.9393 2.6332 -1.8535 -0.277 0.474 -0.273
H -3.1546 0.6492 -2.3397 0.308 -0.997 -0.110
H -6.6633 1.7371 -0.8999 -0.070 -0.232 0.061
C 1.9664 -4.2228 -2.8467 0.727 -0.652 0.541
C 2.3697 -2.8302 -2.3745 1.365 -1.574 1.432
O 1.5495 -1.7941 -2.6378 -2.609 1.430 -0.870
O 1.0977 -5.0093 -2.0172 -0.527 1.008 0.336
H 2.9054 -4.7707 -2.7679 0.283 -0.011 -0.856
H 1.5684 -4.1806 -3.8606 0.213 -0.042 -0.251
H 3.3308 -2.5755 -2.8212 0.474 -0.577 -0.001
H 2.4833 -2.8385 -1.2904 0.386 -0.335 0.156
H 1.1307 -2.0559 -3.4610 -0.443 0.751 -0.273
H 0.6133 -5.6289 -2.5678 0.044 0.054 -0.049
C 4.4324 1.5516 2.2853 1.291 -0.296 1.143
C 4.2828 3.0365 2.4082 0.420 1.164 1.613
O 3.0202 3.3678 2.9404 -0.112 -0.290 -0.246
O 3.4078 1.0290 1.5450 -1.544 -0.190 -1.916
H 4.2926 0.9610 3.1908 0.862 0.696 0.722
H 5.4041 1.3594 1.8304 0.316 -0.301 0.021
H 4.4456 3.5972 1.4878 -0.014 -0.399 -0.600
H 4.9960 3.4752 3.1060 0.352 -0.313 0.074
H 2.4729 2.8417 2.3529 -1.117 0.257 0.092
H 3.3300 1.6879 0.8512 -0.799 -0.197 -1.192
C -2.1553 -2.7374 1.9654 0.039 -0.065 -0.574
C -2.3857 -1.7844 3.1815 0.780 -0.121 -1.362
O -1.8373 -0.4549 2.8104 -0.674 -1.551 -0.031
O -0.7920 -3.1416 1.7308 0.044 1.044 1.199
H -2.5790 -2.2523 1.0860 0.357 0.827 -0.163
H -2.8387 -3.5866 1.9552 0.184 -0.470 1.002
H -2.0366 -2.1268 4.1556 0.727 -0.075 -0.277
H -3.4676 -1.8346 3.3039 -0.261 0.853 -0.250
H -1.6226 0.0739 3.5823 -0.132 -0.199 0.259
H -0.5834 -3.6733 0.9591 -0.827 -0.062 -0.179
```
Forces are in eV/Å.

Computed properties:
**Charge**: 0
**LUMO level**: -0.45 eV
**Calculated total energy**: -1110.4309 Ha